Here is a molecular structure, C19H14F3N5O6S3V from OMol25. Energies are from the ωB97M-V functional and the def2-TZVPD basis.

Each line ends with the Mulliken spin population.
Geometry (Å):
V (-15.296, 3.297, -3.513)  2.052
C (-15.486, 1.384, 0.405)  -0.019
C (-15.190, 2.305, -0.722)  0.212
N (-15.271, 1.869, -2.016)  0.134
N (-15.900, 0.619, -2.279)  0.008
C (-15.128, -0.475, -2.379)  0.008
N (-15.583, -1.461, -3.202)  0.001
S (-13.715, -0.666, -1.523)  -0.002
C (-14.768, 3.646, -0.548)  0.153
C (-14.512, 4.344, 0.674)  0.154
C (-13.978, 5.615, 0.615)  -0.039
C (-13.741, 6.258, -0.587)  0.191
C (-14.050, 5.535, -1.739)  -0.049
N (-14.527, 4.325, -1.744)  0.100
H (-16.062, 1.914, 1.178)  0.009
H (-16.075, 0.556, -0.006)  0.008
H (-14.558, 1.002, 0.848)  0.013
H (-16.641, 0.728, -2.947)  0.003
H (-16.171, -1.187, -4.002)  0.000
H (-14.941, -2.223, -3.254)  -0.001
H (-14.685, 3.868, 1.617)  0.026
H (-13.776, 6.144, 1.545)  -0.002
H (-13.355, 7.248, -0.644)  0.017
H (-13.924, 6.007, -2.714)  0.001
S (-13.882, 3.656, -7.176)  0.006
C (-12.928, 3.379, -5.826)  0.017
N (-13.188, 3.122, -4.534)  -0.002
C (-12.073, 2.815, -3.784)  0.005
C (-12.041, 2.286, -2.497)  0.037
C (-10.834, 2.042, -1.852)  -0.002
C (-9.633, 2.342, -2.492)  0.000
C (-9.620, 2.772, -3.796)  0.000
C (-10.832, 3.001, -4.447)  0.001
S (-11.152, 3.390, -6.123)  0.000
H (-12.993, 2.072, -2.010)  -0.030
H (-10.846, 1.613, -0.856)  0.000
H (-8.683, 2.169, -1.972)  0.000
H (-8.675, 2.963, -4.319)  0.000
O (-16.902, 6.960, -4.301)  0.012
C (-16.670, 5.797, -3.991)  0.008
O (-15.544, 5.124, -4.241)  -0.032
C (-17.652, 4.933, -3.190)  0.001
O (-18.708, 5.323, -2.756)  0.009
O (-17.190, 3.688, -3.016)  -0.014
F (-17.984, 3.334, -6.048)  0.000
C (-18.283, 2.051, -5.824)  0.003
F (-18.775, 1.544, -6.987)  0.000
F (-19.272, 1.990, -4.905)  0.001
C (-17.049, 1.270, -5.279)  0.004
O (-17.114, 0.024, -5.368)  0.010
O (-16.169, 1.975, -4.806)  -0.013

## Properties
HOMO-LUMO gap (alpha / beta): 5.76 / 6.57 eV
total charge: -2
energy: -3896.125064 Ha
relative energy (zero: lowest compared OMol25 entry of this formula, charge and spin): 0.006 eV
spin multiplicity: 4

Here is a single C15H13F2NO4S molecule from OMol25. Energies are from the ωB97M-V functional and the def2-TZVPD basis.

Each line ends with the Löwdin charge.
Geometry (Å):
C (3.984, -1.707, 2.911)  -0.016
C (2.548, -1.309, 2.676)  -0.405
O (1.768, -1.164, 3.590)  0.088
C (2.129, -1.099, 1.267)  -0.147
C (2.995, -1.172, 0.177)  -0.023
C (2.523, -0.953, -1.101)  -0.001
C (1.181, -0.657, -1.340)  -0.212
N (0.710, -0.454, -2.624)  -0.035
S (-0.363, 0.794, -3.048)  0.642
C (-1.916, -0.068, -3.326)  -0.104
O (0.124, 1.244, -4.317)  -0.301
O (-0.459, 1.746, -1.985)  -0.258
C (0.305, -0.599, -0.245)  -0.186
O (-1.034, -0.424, -0.504)  0.003
C (-1.763, 0.465, 0.232)  -0.205
C (-1.231, 1.499, 0.992)  0.003
C (-2.059, 2.374, 1.670)  0.009
C (-3.429, 2.215, 1.587)  -0.273
F (-4.237, 3.064, 2.250)  0.064
C (-3.999, 1.207, 0.831)  0.076
C (-3.153, 0.347, 0.163)  -0.186
F (-3.688, -0.637, -0.593)  0.079
C (0.783, -0.816, 1.033)  0.067
H (4.212, -2.625, 2.375)  0.088
H (4.141, -1.861, 3.976)  0.085
H (4.650, -0.922, 2.562)  0.088
H (4.041, -1.389, 0.315)  0.109
H (3.199, -1.003, -1.942)  0.117
H (1.409, -0.548, -3.346)  0.117
H (-1.806, -0.605, -4.259)  0.068
H (-2.694, 0.680, -3.403)  0.077
H (-2.107, -0.739, -2.501)  0.046
H (-0.162, 1.632, 1.030)  0.130
H (-1.647, 3.179, 2.257)  0.123
H (-5.068, 1.092, 0.761)  0.134
H (0.111, -0.786, 1.878)  0.139

## Properties
HOMO-LUMO gap: 8.78 eV
energy: -1533.020882 Ha
SMILES: CC(=O)c1ccc(NS(C)(=O)=O)c(Oc2ccc(F)cc2F)c1

Here is 3 unconnected molecules or ions with the total composition C10H26O4P2S3 from OMol25. Energies are from the ωB97M-V functional and the def2-TZVPD basis.

Each line ends with the Löwdin charge.
Geometry (Å):
C (4.100, 0.936, -2.474)  -0.285
P (3.670, 0.475, -4.181)  0.587
C (2.179, -0.555, -3.802)  -0.317
P (5.668, 1.691, -4.942)  0.075
S (7.211, 0.465, -4.948)  -0.080
H (5.172, 1.118, -2.373)  0.019
H (3.551, 1.848, -2.219)  0.059
H (3.788, 0.136, -1.801)  0.041
H (2.944, 1.351, -5.022)  -0.004
H (4.421, -0.566, -4.768)  -0.012
H (1.367, 0.028, -3.361)  0.027
H (2.443, -1.365, -3.109)  0.037
H (1.814, -1.024, -4.721)  0.046
H (5.413, 2.309, -6.193)  -0.099
H (5.901, 2.874, -4.193)  -0.094
O (-0.016, -2.989, -2.405)  -0.328
S (-0.578, -1.894, -1.654)  0.651
O (-0.881, -0.651, -2.322)  -0.337
C (-2.013, -2.476, -0.753)  -0.224
C (-1.447, -2.967, 0.573)  -0.215
C (-0.428, -1.906, 1.005)  -0.214
C (0.456, -1.595, -0.205)  -0.214
H (-2.500, -3.237, -1.360)  0.107
H (-2.671, -1.617, -0.619)  0.108
H (-2.234, -3.080, 1.317)  0.109
H (-0.962, -3.935, 0.433)  0.119
H (-0.962, -1.008, 1.312)  0.071
H (0.172, -2.247, 1.848)  0.120
H (0.789, -0.560, -0.248)  0.101
H (1.306, -2.270, -0.292)  0.102
O (-1.587, 1.119, 2.275)  -0.323
S (-2.627, 0.573, 3.115)  0.664
O (-3.032, -0.799, 2.935)  -0.324
C (-2.207, 0.890, 4.827)  -0.227
C (-2.820, 2.257, 5.108)  -0.219
C (-4.214, 2.233, 4.468)  -0.212
C (-4.056, 1.669, 3.053)  -0.214
H (-1.124, 0.844, 4.917)  0.109
H (-2.670, 0.102, 5.422)  0.109
H (-2.869, 2.453, 6.178)  0.116
H (-2.207, 3.037, 4.652)  0.121
H (-4.874, 1.589, 5.052)  0.118
H (-4.662, 3.226, 4.440)  0.115
H (-4.906, 1.083, 2.713)  0.103
H (-3.817, 2.438, 2.320)  0.106

## Properties
HOMO-LUMO gap: 7.52 eV
energy: -2574.759586 Ha
relative energy (zero: lowest compared OMol25 entry of this formula, charge and spin): 0.000 eV
SMILES: C[PH2](C)[PH2]=S.O=S1(=O)CCCC1.O=S1(=O)CCCC1

Here is a single C5H7F molecule from OMol25. Energies are from the ωB97M-V functional and the def2-TZVPD basis.

Each line ends with the Löwdin charge.
Geometry (Å):
C (-0.427, 1.526, -0.074)  -0.011
C (-0.059, 0.067, 0.170)  -0.396
C (-0.846, -1.092, -0.225)  -0.149
C (0.506, -1.076, -0.698)  -0.026
C (1.104, -0.487, 0.864)  -0.119
F (2.268, 0.184, 0.780)  0.039
H (-1.452, 1.714, -0.480)  0.090
H (0.201, 2.042, -0.725)  0.047
H (-0.416, 1.900, 0.989)  0.101
H (-1.569, -0.912, -0.985)  0.105
H (-1.142, -1.935, 0.423)  0.111
H (0.767, -0.769, -1.669)  0.099
H (1.066, -1.162, 1.629)  0.108

## Properties
HOMO-LUMO gap: 9.98 eV
energy: -294.453952 Ha
relative energy (zero: lowest compared OMol25 entry of this formula, charge and spin): 2.711 eV
SMILES: C[C@@]12C[C@@H]1[C@H]2F